(1)
Density functional theory data (wB97M-V/def2-TZVPD) for C49H101InN5O9 as an isolated structure.

The calculation puts the orbital gap at 0.97 eV. Its molar mass is 1019.2 g/mol. As for the LUMO energy: -8.150 eV. The energy relative to the best compared isomer or geometry (same formula, charge and spin) is 1018.67 kJ/mol. The total charge is +1. Its total energy is -83474.9988 eV.

Geometry (Å):
In 4.42 -6.87 -3.91
C -1.56 -4.25 -7.82
C -1.39 -5.71 -8.20
O -0.40 -6.21 -7.64
O -2.19 -6.32 -8.96
H -2.18 -3.81 -8.61
H -0.63 -3.71 -8.04
H -1.91 -4.22 -6.80
C 0.50 -0.68 -0.37
C 1.23 -1.75 -1.11
O 1.38 -1.76 -2.36
O 1.64 -2.73 -0.45
H 0.45 -1.01 0.67
H -0.53 -0.42 -0.59
H 1.12 0.21 -0.34
C 0.45 3.78 -6.62
C 1.77 4.28 -7.17
C 1.62 5.64 -7.83
C 1.61 6.81 -6.84
C 2.88 6.91 -5.98
C 3.12 5.60 -5.25
N 2.82 4.39 -6.11
O 3.26 3.19 -5.63
C 4.59 5.60 -4.91
C 2.23 5.57 -4.04
C 2.19 3.34 -8.35
H -0.09 4.69 -6.35
H 0.58 3.17 -5.73
H 0.02 3.22 -7.46
H 2.41 5.87 -8.55
H 0.80 5.69 -8.55
H 0.75 6.58 -6.21
H 1.38 7.70 -7.42
H 2.65 7.77 -5.35
H 3.74 7.15 -6.62
H 5.23 5.40 -5.77
H 5.03 6.46 -4.41
H 4.78 4.72 -4.29
H 2.42 4.61 -3.56
H 2.47 6.40 -3.37
H 1.18 5.62 -4.32
H 3.18 3.52 -8.77
H 1.43 3.36 -9.13
H 2.12 2.29 -8.06
H 2.44 2.91 -5.21
C 5.75 4.99 4.85
C 5.52 5.86 6.06
C 6.25 4.97 7.24
C 6.55 5.92 8.51
C 7.52 7.04 7.88
C 6.79 7.94 6.87
N 6.07 7.17 5.82
O 5.32 7.92 4.77
C 5.81 8.89 7.57
C 7.96 8.68 6.15
C 3.93 5.90 6.36
H 5.21 4.04 4.81
H 6.78 4.89 4.50
H 5.12 5.45 4.10
H 5.58 4.12 7.42
H 7.08 4.42 6.80
H 7.09 5.28 9.20
H 5.68 6.31 9.05
H 8.28 6.45 7.35
H 7.98 7.59 8.71
H 6.29 9.48 8.35
H 5.49 9.55 6.76
H 5.00 8.35 8.07
H 7.54 9.39 5.43
H 8.45 9.27 6.93
H 8.66 7.94 5.76
H 3.55 4.88 6.35
H 3.33 6.43 5.62
H 3.71 6.46 7.26
H 4.49 8.21 5.15
C -12.49 -1.44 -7.80
C -11.26 -0.49 -8.02
C -11.78 0.99 -7.94
C -10.64 2.17 -7.94
C -9.69 1.81 -6.86
C -9.13 0.29 -6.70
N -10.12 -0.73 -7.11
O -9.51 -1.96 -7.22
C -7.95 0.33 -7.69
C -8.74 -0.18 -5.23
C -10.80 -0.80 -9.57
H -12.24 -2.50 -7.91
H -13.26 -1.23 -8.55
H -12.97 -1.23 -6.84
H -12.47 1.07 -8.78
H -12.37 1.16 -7.03
H -11.08 3.14 -7.71
H -10.07 2.25 -8.87
H -10.09 2.11 -5.90
H -8.92 2.56 -7.06
H -7.33 -0.55 -7.51
H -8.29 0.58 -8.70
H -7.28 1.13 -7.36
H -7.86 0.32 -4.83
H -9.39 0.05 -4.39
H -8.53 -1.23 -5.03
H -11.54 -0.55 -10.33
H -10.42 -1.82 -9.63
H -9.92 -0.27 -9.93
H -9.91 -2.33 -6.43
C 8.50 -7.19 4.01
C 7.28 -6.69 3.13
C 6.37 -5.89 4.12
C 6.82 -4.46 4.52
C 7.08 -3.65 3.30
C 7.96 -4.27 2.22
N 7.55 -5.72 1.96
O 8.31 -6.33 0.97
C 7.83 -3.50 0.93
C 9.36 -4.18 2.79
C 6.51 -7.93 2.74
H 9.34 -7.34 3.33
H 8.34 -8.21 4.38
H 8.72 -6.57 4.87
H 5.32 -5.81 3.85
H 6.40 -6.41 5.08
H 7.73 -4.59 5.10
H 6.14 -3.90 5.16
H 7.54 -2.70 3.59
H 6.17 -3.45 2.74
H 6.87 -3.37 0.42
H 7.87 -2.43 1.16
H 8.65 -3.85 0.30
H 9.51 -3.14 3.08
H 9.56 -4.76 3.69
H 10.18 -4.38 2.10
H 7.22 -8.64 2.31
H 5.83 -7.81 1.90
H 6.06 -8.46 3.58
H 9.07 -6.55 1.52
C -5.99 -2.39 7.27
C -6.02 -3.56 6.25
C -4.68 -3.57 5.37
C -4.63 -4.94 4.67
C -4.50 -6.02 5.82
C -5.80 -6.20 6.58
N -6.01 -4.80 7.10
O -7.15 -5.00 8.00
C -6.95 -6.89 5.74
C -5.44 -7.03 7.87
C -7.34 -3.51 5.36
H -5.60 -2.62 8.26
H -7.00 -2.01 7.47
H -5.55 -1.50 6.81
H -4.29 -2.77 4.75
H -3.81 -3.60 6.03
H -3.79 -5.01 3.97
H -5.44 -5.19 3.99
H -3.70 -5.68 6.48
H -4.18 -6.97 5.38
H -7.26 -6.45 4.80
H -6.66 -7.92 5.50
H -7.96 -7.03 6.13
H -4.74 -7.84 7.65
H -5.14 -6.45 8.74
H -6.38 -7.34 8.32
H -7.26 -3.97 4.38
H -7.58 -2.46 5.18
H -8.22 -3.64 5.99
H -6.75 -4.87 8.86



(2)
Density functional theory data (wB97M-V/def2-TZVPD) for C49H101InN5O9 as an isolated structure.

The calculation puts the orbital gap at 1.85 eV. Its molar mass is 1019.2 g/mol. As for the LUMO energy: -8.130 eV. The energy relative to the best compared isomer or geometry (same formula, charge and spin) is 0.00 kJ/mol. The total charge is +1. Its total energy is -83485.5566 eV.

Geometry (Å):
In -19.56 5.53 -24.47
C -16.41 4.40 -21.78
C -17.12 3.22 -22.40
O -16.90 2.06 -21.99
O -18.09 3.49 -23.15
H -16.93 5.29 -22.14
H -15.38 4.43 -22.15
H -16.41 4.35 -20.69
C -21.12 4.73 -19.87
C -20.45 4.72 -21.22
O -19.75 5.70 -21.59
O -20.63 3.77 -22.01
H -20.48 4.36 -19.07
H -22.14 4.35 -19.83
H -21.29 5.79 -19.62
C -12.96 2.83 -21.32
C -12.31 2.55 -22.66
C -10.98 1.83 -22.40
C -10.33 1.20 -23.63
C -11.35 0.35 -24.34
C -12.68 1.05 -24.67
N -13.19 1.68 -23.46
O -14.46 2.23 -23.66
C -12.58 1.98 -25.88
C -13.61 -0.13 -25.05
C -12.01 3.94 -23.29
H -13.46 1.94 -20.90
H -13.81 3.52 -21.35
H -12.25 3.19 -20.59
H -10.27 2.48 -21.90
H -11.18 1.06 -21.65
H -9.51 0.54 -23.36
H -9.95 2.02 -24.24
H -11.64 -0.38 -23.57
H -11.00 -0.15 -25.24
H -12.85 3.02 -25.66
H -11.62 1.88 -26.38
H -13.33 1.71 -26.63
H -14.67 0.12 -25.19
H -13.17 -0.85 -25.72
H -13.72 -0.71 -24.12
H -11.48 4.64 -22.66
H -12.99 4.41 -23.47
H -11.49 3.82 -24.24
H -14.99 1.74 -22.99
C -14.34 7.21 -22.01
C -13.63 8.41 -22.63
C -14.42 9.75 -22.40
C -14.21 10.33 -21.02
C -12.74 10.57 -20.72
C -11.87 9.31 -20.91
N -12.26 8.64 -22.15
O -11.39 7.59 -22.53
C -10.41 9.74 -21.03
C -12.08 8.41 -19.69
C -13.58 8.19 -24.14
H -13.87 6.25 -22.24
H -15.37 7.21 -22.39
H -14.51 7.28 -20.93
H -14.01 10.40 -23.17
H -15.50 9.68 -22.56
H -14.62 9.70 -20.22
H -14.73 11.27 -20.82
H -12.69 10.97 -19.71
H -12.29 11.33 -21.38
H -9.94 10.03 -20.09
H -9.85 8.83 -21.26
H -10.26 10.53 -21.76
H -11.81 8.92 -18.77
H -13.07 7.96 -19.64
H -11.45 7.51 -19.77
H -13.01 8.95 -24.69
H -14.57 8.08 -24.58
H -13.08 7.23 -24.29
H -11.10 7.90 -23.39
C -17.27 5.97 -18.65
C -17.63 6.93 -17.51
C -16.37 7.54 -16.87
C -15.60 8.57 -17.73
C -16.60 9.65 -18.02
C -17.89 9.14 -18.73
N -18.50 8.03 -17.96
O -19.67 7.55 -18.59
C -18.84 10.33 -18.68
C -17.54 8.76 -20.20
C -18.41 6.14 -16.43
H -18.16 5.54 -19.13
H -16.56 5.20 -18.36
H -16.79 6.57 -19.42
H -16.49 7.78 -15.82
H -15.63 6.72 -16.79
H -15.21 8.12 -18.65
H -14.76 9.00 -17.18
H -16.25 10.47 -18.66
H -16.98 10.06 -17.08
H -19.87 10.14 -19.03
H -19.11 10.53 -17.63
H -18.52 11.26 -19.12
H -16.47 8.58 -20.29
H -18.16 7.92 -20.49
H -17.78 9.61 -20.84
H -19.33 5.80 -16.90
H -18.65 6.80 -15.60
H -17.91 5.23 -16.10
H -19.39 7.12 -19.41
C -19.09 -2.46 -18.51
C -19.95 -1.49 -19.32
C -21.33 -1.30 -18.68
C -21.32 -0.35 -17.44
C -20.55 0.92 -17.77
C -19.14 0.72 -18.41
N -19.28 -0.18 -19.56
O -18.09 -0.32 -20.24
C -18.68 2.09 -18.92
C -18.20 0.26 -17.29
C -20.19 -2.16 -20.68
H -19.21 -3.52 -18.74
H -19.42 -2.51 -17.47
H -18.02 -2.24 -18.54
H -22.05 -0.95 -19.41
H -21.64 -2.26 -18.27
H -20.88 -0.87 -16.59
H -22.38 -0.16 -17.25
H -20.34 1.41 -16.82
H -21.15 1.60 -18.38
H -17.64 2.04 -19.23
H -19.21 2.49 -19.79
H -18.77 2.82 -18.11
H -18.53 -0.68 -16.84
H -17.17 0.06 -17.61
H -18.05 1.05 -16.55
H -20.80 -1.55 -21.35
H -20.73 -3.10 -20.59
H -19.27 -2.33 -21.23
H -17.47 -0.78 -19.63
C -15.58 3.95 -27.84
C -16.24 5.01 -26.90
C -15.64 6.38 -27.23
C -16.17 6.98 -28.52
C -17.69 7.02 -28.47
C -18.34 5.67 -28.15
N -17.70 5.05 -26.97
O -18.33 3.83 -26.64
C -19.82 6.00 -27.96
C -18.29 4.73 -29.39
C -15.79 4.68 -25.47
H -15.28 4.30 -28.82
H -16.13 3.00 -27.90
H -14.65 3.58 -27.39
H -15.99 6.96 -26.37
H -14.55 6.34 -27.18
H -15.84 6.36 -29.36
H -15.70 7.95 -28.64
H -18.06 7.37 -29.44
H -18.05 7.77 -27.75
H -20.33 6.41 -28.83
H -20.39 5.09 -27.75
H -20.03 6.72 -27.16
H -17.29 4.36 -29.62
H -19.00 3.92 -29.24
H -18.65 5.30 -30.25
H -16.16 5.41 -24.74
H -14.71 4.68 -25.37
H -16.18 3.73 -25.10
H -17.95 3.18 -27.25



(3)
Density functional theory data (wB97M-V/def2-TZVPD) for a 5-piece molecular cluster, C49H109NO6P3 overall.

The calculation puts the orbital gap at 5.61 eV. Its molar mass is 901.3 g/mol. As for the LUMO energy: -1.593 eV. The energy relative to the best compared isomer or geometry (same formula, charge and spin) is 291.29 kJ/mol. The total charge is +1. Its total energy is -94213.2464 eV.

Geometry (Å):
C 7.84 -2.29 2.86
C 8.71 -1.04 2.99
C 8.00 0.32 3.07
C 6.89 0.31 4.12
P 5.77 1.74 4.19
C 4.83 2.00 2.63
C 4.31 0.72 2.02
C 3.46 0.90 0.78
C 3.04 -0.39 0.07
C 6.60 3.31 4.56
C 5.69 4.54 4.52
C 6.29 5.80 5.11
C 5.28 6.94 5.05
C 4.45 1.46 5.40
C 4.02 0.00 5.65
C 2.64 -0.22 6.25
C 2.53 0.52 7.61
H 7.25 -2.23 1.94
H 7.18 -2.48 3.71
H 8.52 -3.13 2.88
H 9.34 -1.04 2.10
H 9.46 -1.03 3.79
H 7.61 0.62 2.09
H 8.68 1.11 3.40
H 7.32 0.11 5.11
H 6.17 -0.50 3.95
H 5.67 2.36 2.02
H 4.18 2.87 2.64
H 3.70 0.17 2.75
H 5.07 -0.03 1.79
H 3.89 1.66 0.11
H 2.54 1.48 0.98
H 3.30 -1.24 0.69
H 3.44 -0.48 -0.94
H 1.97 -0.41 -0.09
H 7.31 3.55 3.76
H 7.20 3.27 5.48
H 4.75 4.33 5.06
H 5.32 4.73 3.51
H 7.21 6.07 4.58
H 6.59 5.60 6.14
H 4.44 6.70 5.70
H 4.70 6.94 4.12
H 5.65 7.92 5.30
H 3.59 2.03 5.02
H 4.69 1.94 6.36
H 4.81 -0.51 6.22
H 4.09 -0.47 4.66
H 2.52 -1.30 6.34
H 1.86 0.13 5.58
H 1.72 0.05 8.16
H 2.32 1.58 7.47
H 3.47 0.38 8.15
C 2.32 0.97 -4.29
C 1.42 1.70 -5.26
C 0.11 2.08 -4.51
C -0.80 3.17 -5.11
P -2.45 3.25 -4.38
C -3.42 4.67 -4.98
C -3.62 4.62 -6.52
C -3.58 5.94 -7.25
C -4.70 6.90 -6.88
C -3.34 1.77 -4.93
C -3.06 0.39 -4.33
C -4.25 -0.59 -4.40
C -4.29 -1.43 -5.65
C -2.33 3.32 -2.57
C -3.23 4.36 -1.86
C -3.28 3.95 -0.37
C -1.99 4.13 0.43
H 3.25 0.73 -4.80
H 1.90 0.03 -3.93
H 2.60 1.59 -3.43
H 0.97 1.04 -6.00
H 1.70 2.59 -5.82
H 0.25 2.26 -3.44
H -0.55 1.20 -4.51
H -1.00 2.99 -6.18
H -0.28 4.13 -5.07
H -2.73 5.51 -4.81
H -4.35 4.86 -4.47
H -4.57 4.09 -6.67
H -2.84 3.99 -6.95
H -3.49 5.83 -8.34
H -2.59 6.40 -7.12
H -5.59 6.59 -7.43
H -4.49 7.96 -7.04
H -5.01 6.88 -5.83
H -3.17 1.73 -6.01
H -4.40 2.02 -4.76
H -2.78 0.49 -3.28
H -2.17 -0.08 -4.75
H -5.16 0.00 -4.23
H -4.21 -1.17 -3.47
H -3.35 -1.98 -5.72
H -4.26 -0.76 -6.52
H -5.16 -2.05 -5.84
H -1.30 3.67 -2.40
H -2.30 2.31 -2.16
H -4.22 4.25 -2.30
H -2.86 5.38 -1.98
H -3.49 2.88 -0.36
H -4.12 4.46 0.11
H -1.63 5.16 0.42
H -1.23 3.54 -0.08
H -2.08 3.86 1.48
C -5.64 -8.07 0.84
C -4.72 -7.02 1.45
C -3.99 -6.17 0.37
C -2.93 -5.31 1.07
P -2.65 -3.62 0.56
C -4.26 -2.74 0.71
C -4.89 -3.04 2.06
C -6.15 -2.18 2.33
C -5.87 -0.68 2.47
C -1.35 -2.94 1.68
C -0.36 -3.95 2.23
C 1.07 -3.31 2.28
C 1.14 -2.26 3.37
C -2.06 -3.45 -1.14
C -2.75 -4.39 -2.15
C -2.31 -3.95 -3.54
C -3.20 -4.56 -4.64
H -6.17 -8.55 1.66
H -5.08 -8.81 0.27
H -6.37 -7.60 0.17
H -3.98 -7.50 2.10
H -5.25 -6.29 2.06
H -4.82 -5.62 -0.08
H -3.46 -6.79 -0.34
H -2.00 -5.86 1.21
H -3.18 -5.10 2.13
H -4.88 -2.93 -0.17
H -3.88 -1.72 0.60
H -4.18 -2.91 2.88
H -5.21 -4.08 2.04
H -6.59 -2.69 3.19
H -6.86 -2.40 1.53
H -5.86 -0.38 3.52
H -6.64 -0.13 1.94
H -4.91 -0.45 2.02
H -1.89 -2.51 2.54
H -0.87 -2.14 1.13
H -0.16 -4.74 1.49
H -0.57 -4.46 3.17
H 1.41 -2.88 1.33
H 1.69 -4.21 2.26
H 0.67 -2.52 4.32
H 0.78 -1.29 3.02
H 2.19 -2.08 3.63
H -0.97 -3.63 -1.10
H -2.27 -2.42 -1.43
H -3.82 -4.17 -2.04
H -2.59 -5.46 -2.02
H -1.31 -4.35 -3.71
H -2.26 -2.87 -3.72
H -3.21 -5.65 -4.61
H -2.74 -4.29 -5.59
H -4.22 -4.19 -4.60
O 2.05 -2.47 -2.04
C 2.45 -3.71 -1.69
O 3.49 -4.21 -2.16
O 1.83 -4.30 -0.74
H 1.24 -2.16 -1.64
N -0.83 0.30 -0.84
O -0.39 -0.79 -1.22
O -1.90 0.30 -0.17
O -0.25 1.37 -1.06



Q: Which of these has the highest orbital gap?
A: C49H109NO6P3



Q: Number 1 is which compound?
A: C49H101InN5O9



Q: Which value of total charge does entry 1 give?
A: +1